42
Properties=species:S:1:pos:R:3:forces:R:3 method="wB97M-V/def2-TZVPD" total_charge=+2 homo_lumo_gap_ev=6.22 de_lowest_kj_mol=0.0
C -0.00100 -0.11227 -5.80470 -0.012 -0.973 -0.212
C 0.00674 0.73077 -4.59856 0.042 4.892 0.321
H 0.00157 0.47790 -6.73470 0.008 0.330 0.606
H -0.91102 -0.73450 -5.80082 0.410 0.039 0.141
H 0.89931 -0.74860 -5.80271 -0.410 0.050 0.139
O 0.01709 1.87519 -4.30242 -0.040 -4.518 -0.651
I -0.00908 -0.85530 -2.52059 0.000 0.022 -0.953
In 0.00253 0.31876 0.09852 -0.004 -1.253 1.649
P 2.57496 -0.14968 0.19122 1.795 0.243 0.194
C 3.50090 1.11428 1.13090 -0.447 0.308 0.128
C 3.15282 -1.69489 0.96606 -0.767 -0.388 0.108
H 4.25118 -1.72572 0.99714 -0.310 0.282 -0.114
H 4.48694 -0.42839 -1.28344 -0.361 0.098 0.079
H 2.79471 -2.55749 0.39515 0.063 0.081 0.078
H 2.93895 -0.85134 -2.09564 0.311 0.141 0.138
H 3.19471 1.09650 2.18480 0.097 -0.009 -0.189
H 2.75463 -1.77549 1.98260 0.079 0.035 -0.128
C 3.43272 -0.14459 -1.41729 -0.458 0.068 -0.309
H 4.58307 0.92112 1.06190 -0.418 -0.044 -0.032
H 3.37527 0.85868 -1.85938 0.073 -0.219 0.060
H 3.28927 2.11022 0.72183 0.144 -0.151 0.100
P -2.57680 -0.10190 0.19433 -1.809 0.277 0.198
C -3.47866 1.18041 1.13259 0.453 0.307 0.130
C -3.43688 -0.08404 -1.41286 0.461 0.058 -0.314
H -2.84198 -2.50458 0.40284 -0.061 0.080 0.076
H -4.28106 -1.64479 1.00686 0.315 0.279 -0.117
H -2.78336 -1.72121 1.98869 -0.078 0.038 -0.126
C -3.18240 -1.63444 0.97304 0.762 -0.407 0.108
H -2.95632 -0.79999 -2.09097 -0.308 0.145 0.137
H -4.49571 -0.34949 -1.27770 0.364 0.092 0.081
H -4.56446 1.00893 1.06359 0.417 -0.056 -0.034
H -3.24767 2.17186 0.72331 -0.145 -0.146 0.097
H -3.36266 0.91734 -1.85668 -0.076 -0.216 0.061
H -3.17358 1.15799 2.18663 -0.094 -0.010 -0.186
C 0.02638 2.64622 1.07112 0.042 3.804 3.991
O 0.03555 3.47857 1.88009 -0.043 -3.872 -3.947
B -0.00259 -0.14694 4.89718 0.009 -0.248 1.270
C -0.00384 -0.38151 3.38535 0.001 -0.096 -0.751
N -0.00500 -0.56836 2.22310 0.007 0.663 -0.421
H -1.00297 0.43479 5.25429 -0.011 0.099 -0.425
H 0.99978 0.43325 5.25297 0.003 0.097 -0.429
H -0.00207 -1.21727 5.49237 -0.002 0.078 -0.549

---

45
Properties=species:S:1:pos:R:3:forces:R:3 method="wB97M-V/def2-TZVPD" total_charge=-2 s_squared=2.00 homo_lumo_gap_ev="7.47 / 7.48" spin_multiplicity=3 de_lowest_kj_mol=76.6
Tm 1.41004 -0.40586 -0.28161 -1.848 0.807 1.557
C -3.11227 1.29432 1.69993 0.593 -0.115 -0.052
Si -1.18521 1.30201 1.86625 -0.956 1.059 1.474
C -0.84840 0.66643 3.64954 -0.043 0.058 -0.646
C -0.72878 3.17403 1.96967 -0.094 -0.589 -0.159
O -0.44498 0.51752 0.73602 1.223 -0.998 -1.164
H -3.59093 1.97227 2.40240 0.023 0.191 0.225
H -3.52161 0.30457 1.88261 -0.018 -0.279 0.020
H -3.42658 1.58882 0.70322 -0.002 0.084 -0.292
H -1.25551 1.32467 4.41217 -0.153 0.250 0.101
H 0.22180 0.59094 3.81629 0.273 -0.003 0.005
H -1.26394 -0.32270 3.81478 -0.104 -0.260 -0.038
H -1.40384 3.75833 2.59473 -0.175 -0.056 0.124
H -0.71974 3.62090 0.97937 0.014 0.083 -0.241
H 0.27037 3.27577 2.38174 0.289 0.015 0.060
O 1.72409 0.59552 -2.34791 -0.048 -0.265 -0.204
S 1.96868 -0.86287 -2.77084 0.943 0.101 -1.238
N 2.75923 -1.58132 -1.74994 0.112 -0.268 -0.207
C 2.70037 3.34378 0.09515 0.149 -0.082 -0.117
O 2.24497 2.00273 0.14396 -0.217 -0.069 0.003
C 3.04663 1.02671 0.85157 1.663 1.254 0.826
O 4.02926 1.50579 1.41634 -1.138 -1.107 -0.476
H 2.52370 3.73144 -0.91227 -0.062 -0.055 0.084
H 3.77360 3.36123 0.32404 -0.238 0.100 -0.035
H 2.16528 3.96022 0.82643 0.035 -0.063 -0.055
B 2.12524 -4.40999 2.80137 0.036 -0.339 0.262
C 1.77898 -3.17227 1.91384 -0.247 0.869 -0.687
N 1.52979 -2.26436 1.23464 0.145 -0.425 0.375
H 1.20104 -5.19234 2.74828 -0.134 -0.062 -0.032
H 2.30089 -4.04570 3.94213 0.007 0.104 0.128
H 3.12963 -4.91740 2.36144 0.155 -0.056 -0.089
C -1.22767 0.31977 -3.18842 0.116 -0.281 0.038
C -1.04550 -1.17573 -2.85275 -0.638 0.188 -0.230
C -0.84549 -1.96262 -4.17079 -0.032 0.178 0.408
C -2.32030 -1.68804 -2.15102 0.434 0.116 -0.030
O 0.03132 -1.37534 -2.00807 0.316 -0.093 0.427
H -2.03858 0.46294 -3.90518 -0.127 0.028 -0.029
H -0.30181 0.71728 -3.60235 -0.064 0.049 -0.018
H -1.44358 0.86742 -2.27166 -0.021 0.083 0.063
H -1.73029 -1.89347 -4.80634 -0.054 0.015 -0.071
H -0.65046 -3.00740 -3.93794 0.012 -0.135 0.027
H 0.01532 -1.56655 -4.70401 0.058 0.021 -0.137
H -3.21730 -1.49314 -2.74006 -0.099 0.040 -0.089
H -2.39857 -1.18889 -1.18607 -0.069 0.024 0.075
H -2.22890 -2.75938 -1.98067 -0.014 -0.120 0.055

---

46
Properties=species:S:1:pos:R:3:forces:R:3 method="wB97M-V/def2-TZVPD" smiles="C[N+](=O)[O-].C[N+](=O)[O-].CNC(C)=O.CNC(C)=O.BrCCBr" homo_lumo_gap_ev=9.25
C -2.84241 -0.10883 3.92250 -0.156 -1.033 -1.626
N -1.58837 -0.54222 3.19708 1.328 1.172 -0.729
O -1.10821 0.24190 2.36451 -1.094 -0.534 0.892
O -1.04922 -1.59009 3.45682 -0.764 -0.229 0.671
H -2.94056 0.92998 3.70306 -0.034 0.660 0.243
H -2.82074 -0.39742 4.95366 0.325 -0.045 0.408
H -3.65028 -0.65468 3.40818 0.290 0.120 0.268
C -6.13894 -4.33067 3.13082 -0.677 0.247 -2.144
N -5.15669 -3.32859 2.55126 0.388 -0.406 2.220
O -5.50706 -2.64309 1.63068 -0.081 0.021 -0.453
O -4.11098 -3.20640 3.18520 -0.433 0.010 -0.720
H -6.63533 -4.76330 2.25641 -0.240 0.345 0.185
H -6.84752 -3.78856 3.74278 0.055 0.114 0.095
H -5.68438 -5.15110 3.61594 0.983 -0.282 0.836
C 4.52331 3.24847 1.63497 1.073 0.614 0.561
N 3.82455 3.55933 0.44311 -2.294 -2.682 -1.653
C 3.97906 4.71727 -0.22346 0.424 0.306 0.995
C 2.95622 5.07961 -1.24759 1.414 0.189 -0.002
O 4.84787 5.50458 0.12959 -0.194 0.082 -0.281
H 5.53550 3.57792 1.45376 0.600 0.034 0.408
H 4.55675 2.16881 1.76924 -0.312 0.152 0.413
H 4.15059 3.85040 2.49867 0.095 -0.830 -0.450
H 3.32096 2.74861 -0.01510 0.616 1.875 0.801
H 3.23672 4.76433 -2.20930 0.711 -0.718 -1.427
H 3.09718 6.13335 -1.29162 -0.843 1.010 -0.010
H 1.99211 4.68407 -1.10747 -1.296 -0.051 0.654
C -1.75798 -0.52004 -5.34930 -0.162 -0.023 -1.069
N -0.62010 -0.22037 -4.48690 1.353 -2.396 -3.647
C 0.66194 -0.54767 -4.95729 -0.662 -0.241 1.648
C 1.76751 0.15501 -4.22980 -0.428 0.393 0.509
O 0.93350 -1.34296 -5.82940 -0.929 0.245 -0.397
H -1.56518 -0.20316 -6.43024 -0.225 -0.037 1.511
H -2.65233 -0.04383 -4.94663 0.128 0.178 -0.179
H -2.00469 -1.58933 -5.45099 0.427 0.200 0.439
H -0.67044 0.34964 -3.71515 -0.409 1.452 1.661
H 1.56426 0.38410 -3.17243 -0.116 -0.124 -0.331
H 1.84043 1.09576 -4.76551 0.593 0.283 0.027
H 2.65345 -0.45010 -4.30156 0.423 0.054 -0.147
Br -0.51362 -2.69009 -0.08093 -0.257 0.123 -0.288
C 0.75143 -2.78731 1.36844 0.507 0.418 0.301
C 1.76954 -1.61423 1.26524 -2.544 -0.548 1.936
Br 2.88164 -1.72760 2.84131 0.433 -0.002 0.040
H 1.26809 -3.71742 1.24183 0.356 -0.455 -0.181
H 0.17035 -2.87047 2.29648 0.466 0.559 -0.482
H 1.25847 -0.65347 1.36182 0.080 -0.218 -0.275
H 2.32358 -1.71017 0.38732 1.082 -0.003 -1.230